DFT (ωB97M-V/def2-TZVPD) results for a molecular structure, C39H31IN3PPbS2.

## Properties
Energy relative to the best compared isomer or geometry (same formula, charge and spin) in kcal/mol: 0.0
Molar mass in g mol⁻¹: 970.910
Total charge: -2
DFT total energy in eV: -89726.0728

Each line ends with the Mulliken charge.
CARTESIAN COORDINATES (ANGSTROEM)
Pb1 -0.757 -0.439 1.820  1.133
C1 1.301 0.133 4.131  -0.694
C2 0.085 -0.037 4.819  -0.440
C3 -0.284 -1.397 4.731  -0.701
C4 0.714 -2.070 4.003  -0.809
C5 1.693 -1.129 3.632  -0.353
H1 1.847 1.063 4.026  0.392
H2 -0.472 0.736 5.334  0.516
H3 -1.179 -1.841 5.147  0.424
H4 0.711 -3.118 3.738  0.403
H5 2.592 -1.339 3.073  0.659
C6 4.099 -0.500 0.698  -1.361
C7 4.246 -0.626 -0.792  0.998
C8 5.467 -1.018 -1.332  -0.696
C9 5.649 -1.135 -2.702  -0.711
C10 4.596 -0.852 -3.557  -0.795
C11 3.373 -0.456 -3.032  -0.746
C12 3.175 -0.339 -1.658  0.223
P1 1.543 0.118 -0.921  1.258
C13 0.459 0.086 -2.407  0.647
C14 -0.014 1.278 -2.952  -0.586
C15 -0.948 1.280 -3.978  -0.824
C16 -1.423 0.074 -4.471  -0.824
C17 -0.943 -1.118 -3.947  -0.647
C18 0.001 -1.137 -2.924  0.953
C19 0.530 -2.454 -2.430  -1.747
C20 1.778 1.863 -0.506  0.263
C21 2.991 2.532 -0.662  -0.585
C22 3.230 3.762 -0.067  -0.836
C23 2.216 4.329 0.715  -0.693
C24 0.996 3.711 0.850  -0.805
C25 0.700 2.470 0.219  1.571
C26 -0.568 1.854 0.310  -2.492
H6 4.940 -0.963 1.215  0.426
H7 3.174 -0.961 1.045  -0.019
H8 4.046 0.551 0.993  0.358
H9 6.287 -1.244 -0.659  0.362
H10 6.608 -1.449 -3.098  0.340
H11 4.722 -0.938 -4.629  0.420
H12 2.553 -0.234 -3.704  0.485
H13 0.342 2.215 -2.540  0.430
H14 -1.320 2.218 -4.371  0.394
H15 -2.173 0.056 -5.252  0.364
H16 -1.322 -2.061 -4.327  0.380
H17 -0.134 -3.266 -2.728  0.411
H18 0.594 -2.472 -1.343  0.206
H19 1.524 -2.653 -2.839  0.324
H20 3.780 2.066 -1.242  0.352
H21 4.183 4.260 -0.192  0.383
H22 2.387 5.278 1.213  0.366
H23 0.214 4.192 1.430  0.424
H24 -0.919 1.289 -0.545  0.403
H25 -1.365 2.406 0.795  0.718
S1 -3.223 -0.353 0.518  -0.689
C27 -3.405 -1.786 -0.454  0.622
C28 -4.467 -1.824 -1.363  -1.174
C29 -4.678 -2.890 -2.227  0.595
C30 -5.787 -2.860 -3.136  -0.070
N1 -6.679 -2.837 -3.864  -0.639
C31 -3.790 -3.978 -2.194  0.601
C32 -2.739 -3.963 -1.289  -0.879
C33 -2.516 -2.903 -0.398  0.271
S2 -1.197 -3.020 0.720  -0.460
C34 -3.955 -5.100 -3.072  -0.059
N2 -4.079 -6.000 -3.781  -0.637
H26 -5.140 -0.978 -1.398  0.457
H27 -2.059 -4.804 -1.259  0.475
I1 -0.833 5.127 5.087  0.031
C35 -2.081 3.598 4.410  -0.730
C36 -3.411 3.546 4.798  -0.137
C37 -4.191 2.510 4.312  -0.796
C38 -3.611 1.577 3.463  -0.297
N3 -2.336 1.639 3.105  0.484
C39 -1.575 2.625 3.564  -0.321
H28 -3.825 4.296 5.459  0.372
H29 -5.236 2.428 4.583  0.386
H30 -4.177 0.754 3.040  0.354
H31 -0.538 2.622 3.245  0.615

DFT (ωB97M-V/def2-TZVPD) results for C4H6FNS in the gas phase.

## Properties
Structure (SMILES): F[C@H]1CCNC1=S
Energy relative to the best compared isomer or geometry (same formula, charge and spin) in kcal/mol: 0.0
Molar mass in g mol⁻¹: 119.164
Total charge: 0
DFT total energy in eV: -19288.0273

Each line ends with the Mulliken charge.
CARTESIAN COORDINATES (ANGSTROEM)
F1 0.919 0.027 -1.722  -0.315
C1 0.919 0.249 -0.379  0.400
C2 0.799 1.711 -0.023  -0.686
C3 -0.026 1.610 1.271  -0.495
N1 -0.791 0.430 1.085  -0.090
C4 -0.301 -0.411 0.180  -0.133
S1 -0.835 -1.911 -0.189  -0.330
H1 1.859 -0.175 0.020  0.210
H2 0.219 2.238 -0.777  0.289
H3 1.736 2.253 0.142  0.302
H4 -0.663 2.480 1.402  0.318
H5 0.625 1.501 2.137  0.290
H6 -1.502 0.070 1.712  0.241

DFT (ωB97M-V/def2-TZVPD) results for a molecular structure, C12H14MnN2O8.

## Properties
⟨S²⟩: 6.049
Molar mass in g mol⁻¹: 369.188
Total charge: -1
DFT total energy in eV: -63357.6330
Multiplicity: 5

Each line ends with the Mulliken spin population.
CARTESIAN COORDINATES (ANGSTROEM)
Mn1 0.628 0.339 1.046  3.994
N1 2.242 2.107 1.728  0.056
C1 1.525 3.313 1.316  -0.009
C2 0.017 3.146 1.599  0.011
O1 -0.659 4.104 1.965  0.020
N2 -0.417 1.893 1.416  -0.100
C3 -1.711 1.565 1.975  -0.004
C4 -1.454 0.357 2.939  0.013
O2 -2.203 0.124 3.867  0.005
O3 -0.415 -0.306 2.612  -0.015
H1 3.113 1.981 1.222  -0.002
H2 2.427 2.121 2.724  0.001
H3 1.868 4.210 1.848  0.002
H4 1.659 3.458 0.242  -0.001
H5 -2.140 2.423 2.503  -0.002
H6 -2.408 1.218 1.201  -0.001
O4 2.646 -2.990 -0.010  0.011
C5 1.775 -2.136 -0.004  -0.006
O5 1.645 -1.213 0.858  -0.011
C6 0.678 -2.212 -1.113  0.010
C7 -0.744 -2.190 -0.514  -0.001
C8 -1.737 -2.737 -1.557  0.003
C9 -1.773 -1.578 -2.569  0.000
C10 -0.854 -0.559 -1.870  -0.002
O6 -1.075 -0.807 -0.487  0.017
C11 0.605 -1.002 -2.080  0.008
C12 1.556 0.202 -1.790  -0.006
O7 2.425 0.465 -2.605  0.004
O8 1.276 0.892 -0.758  0.004
H7 0.879 -3.138 -1.659  0.000
H8 -0.839 -2.615 0.486  -0.001
H9 -2.712 -2.888 -1.094  -0.001
H10 -1.408 -3.678 -1.993  0.000
H11 -2.780 -1.184 -2.702  0.000
H12 -1.381 -1.865 -3.543  0.000
H13 -1.052 0.489 -2.093  0.002
H14 0.801 -1.311 -3.109  0.000

DFT (ωB97M-V/def2-TZVPD) results for 6 unconnected molecules or ions with the total composition C40H79BrClF3IN7O12P.

## Properties
Energy relative to the best compared isomer or geometry (same formula, charge and spin) in kcal/mol: 0.0
Molar mass in g mol⁻¹: 1180.338
Total charge: +1
DFT total energy in eV: -185865.6350

Each line ends with the Mulliken charge.
CARTESIAN COORDINATES (ANGSTROEM)
C1 4.270 -2.995 2.757  -1.272
C2 3.070 -2.123 3.067  -0.417
O1 3.025 -0.963 2.188  -0.048
P1 2.300 0.332 2.771  0.792
O2 2.942 0.835 3.992  -0.901
C3 0.578 -0.109 3.128  -1.339
C4 -0.524 0.328 2.128  -0.780
C5 -0.313 -0.132 0.668  -0.020
C6 -1.602 -0.168 -0.217  1.470
C7 -1.705 1.193 -0.962  -0.710
C8 -1.575 2.408 -0.066  -0.531
O3 -0.555 2.970 0.099  -0.472
Br1 -3.148 3.014 0.844  -0.006
N1 -2.829 -0.370 0.662  0.437
C9 -4.005 -0.934 -0.099  -0.800
C10 -5.322 -0.867 0.688  -1.328
C11 -5.662 0.478 1.337  0.338
C12 -6.943 0.372 2.188  -0.792
O4 -8.074 0.831 1.479  -0.395
C13 -8.418 2.170 1.791  -0.657
C14 -3.644 -2.400 -0.396  -0.293
C15 -4.612 -2.951 -1.485  -1.066
C16 -5.356 -4.254 -1.169  -1.009
C17 -4.489 -5.339 -0.504  -0.743
I1 -7.164 -3.960 -0.042  0.069
N2 -2.240 -2.569 -0.820  1.194
C18 -1.441 -3.420 0.056  -0.190
C19 -0.897 -4.672 -0.642  0.090
O5 -0.649 -5.670 -0.076  -0.467
Cl1 -0.635 -4.526 -2.389  -0.167
C20 -1.542 -1.356 -1.256  -1.236
C21 -1.999 -1.021 -2.699  -1.227
C22 -0.886 -0.504 -3.634  0.228
O6 -0.291 -1.554 -4.360  -0.622
C23 -1.456 0.499 -4.639  0.577
F1 -0.501 1.069 -5.363  -0.287
F2 -2.140 1.486 -4.029  -0.224
F3 -2.298 -0.120 -5.476  -0.291
O7 2.261 1.391 1.585  -0.273
C24 3.369 1.446 0.647  0.362
C25 2.864 2.119 -0.627  -0.946
H1 5.210 -2.446 2.789  0.242
H2 4.307 -3.734 3.566  0.470
H3 4.140 -3.547 1.829  0.286
H4 3.088 -1.819 4.116  0.531
H5 2.162 -2.706 2.882  0.202
H6 0.504 -1.196 3.231  0.552
H7 0.320 0.325 4.094  0.570
H8 -0.565 1.419 2.170  0.570
H9 -1.454 -0.047 2.565  0.316
H10 0.366 0.590 0.213  -0.631
H11 0.215 -1.088 0.665  0.854
H12 -2.638 1.263 -1.520  0.980
H13 -0.850 1.279 -1.630  0.226
H14 -3.060 0.472 1.206  0.184
H15 -2.580 -1.090 1.345  0.595
H16 -4.131 -0.359 -1.018  -0.130
H17 -6.110 -1.068 -0.041  0.405
H18 -5.364 -1.672 1.430  0.689
H19 -4.866 0.851 1.980  -0.175
H20 -5.872 1.181 0.525  0.312
H21 -7.138 -0.676 2.441  0.368
H22 -6.775 0.912 3.125  0.344
H23 -8.521 2.309 2.872  0.289
H24 -9.377 2.386 1.323  0.282
H25 -7.657 2.868 1.418  0.264
H26 -3.832 -2.939 0.539  0.973
H27 -4.001 -3.163 -2.366  0.088
H28 -5.339 -2.189 -1.778  0.696
H29 -5.702 -4.652 -2.121  0.751
H30 -4.828 -5.544 0.513  0.344
H31 -4.541 -6.285 -1.041  0.339
H32 -3.442 -5.050 -0.425  -0.039
H33 -2.014 -3.819 0.895  0.622
H34 -0.548 -2.924 0.446  0.221
H35 -0.486 -1.628 -1.328  0.437
H36 -2.309 -1.977 -3.126  0.919
H37 -2.878 -0.379 -2.737  -0.074
H38 -0.065 -0.042 -3.080  -0.245
H39 -0.978 -2.122 -4.734  0.505
H40 3.723 0.443 0.409  -0.286
H41 4.165 2.043 1.094  0.422
H42 2.116 2.872 -0.381  0.376
H43 3.690 2.546 -1.195  0.469
H44 2.369 1.369 -1.256  -0.064
C26 4.218 -2.675 -0.606  0.757
O8 4.962 -3.488 -0.095  -0.730
N3 4.065 -2.470 -1.924  0.301
C27 3.158 -1.464 -2.421  -0.534
C28 4.837 -3.267 -2.879  -1.175
H45 3.589 -1.999 0.007  -0.376
H46 2.393 -1.914 -3.054  0.652
H47 3.696 -0.714 -3.010  0.347
H48 2.675 -0.962 -1.578  -0.439
H49 4.600 -4.324 -2.761  0.386
H50 5.903 -3.139 -2.704  0.345
H51 4.587 -2.945 -3.888  0.401
C29 -4.464 7.211 2.474  0.105
O9 -4.805 6.079 2.150  -0.695
N4 -3.303 7.797 2.150  0.154
C30 -2.969 9.140 2.586  -0.936
C31 -2.352 7.055 1.339  -0.856
H52 -5.113 7.857 3.088  0.284
H53 -2.805 9.789 1.725  0.342
H54 -2.063 9.127 3.194  0.351
H55 -3.784 9.547 3.180  0.296
H56 -2.800 6.793 0.380  0.278
H57 -2.073 6.134 1.849  0.222
H58 -1.464 7.658 1.172  0.388
C32 -4.017 2.867 4.790  0.062
O10 -4.306 2.287 3.745  -0.571
N5 -4.640 3.951 5.250  0.213
C33 -4.275 4.572 6.508  -0.928
C34 -5.723 4.528 4.456  -0.821
H59 -3.205 2.517 5.447  0.299
H60 -5.126 4.573 7.191  0.349
H61 -3.957 5.603 6.342  0.317
H62 -3.456 4.023 6.970  0.291
H63 -6.513 3.786 4.320  0.243
H64 -5.341 4.850 3.464  0.260
H65 -6.129 5.394 4.975  0.396
C35 8.479 -3.178 -4.066  0.412
O11 7.743 -3.766 -3.283  -0.739
N6 8.847 -3.654 -5.268  0.092
C36 9.718 -2.900 -6.147  -0.940
C37 8.360 -4.955 -5.689  -0.927
H66 8.877 -2.189 -3.805  0.207
H67 9.217 -2.689 -7.094  0.347
H68 10.632 -3.460 -6.353  0.341
H69 9.984 -1.957 -5.674  0.295
H70 7.269 -4.960 -5.722  0.257
H71 8.677 -5.725 -4.986  0.292
H72 8.752 -5.184 -6.677  0.392
C38 8.694 -0.461 -1.513  0.107
O12 8.851 -0.448 -2.722  -0.677
N7 7.572 -0.051 -0.893  0.217
C39 7.421 -0.098 0.547  -0.838
C40 6.477 0.441 -1.707  -0.534
H73 9.464 -0.834 -0.821  0.290
H74 6.584 -0.744 0.822  0.256
H75 7.241 0.903 0.946  0.320
H76 8.327 -0.495 0.999  0.288
H77 6.147 -0.334 -2.402  0.106
H78 6.794 1.306 -2.292  0.463
H79 5.651 0.725 -1.058  -0.105